No. 1
{
  "formula": "C2H6N2S",
  "method": "wB97M-V/def2-TZVPD",
  "e_above_lowest_ev": 4.234,
  "lumo_ev": -0.58,
  "charge": 0,
  "elements": ["C", "C", "H", "H", "H", "H", "H", "H", "N", "N", "S"],
  "xyz": [[-0.03, 1.58, 0.46], [-0.27, -0.56, -0.58], [-0.75, 2.08, -0.20], [-0.81, 1.47, 1.23], [0.69, 2.38, 0.68], [1.48, 0.06, 0.15], [1.18, -2.26, 0.15], [-0.58, -3.06, -0.17], [0.52, 0.45, -0.08], [0.28, -1.81, -0.56], [-1.70, -0.34, -1.09]],
  "mulliken_charge": [-0.9685, 0.4538, 0.3283, 0.3392, 0.3441, 0.2478, 0.2936, 0.3312, -0.2050, -0.7243, -0.4402]
}

---

No. 2
{
  "formula": "C2H7NOS",
  "method": "wB97M-V/def2-TZVPD",
  "e_above_lowest_ev": 2.778,
  "smiles": "C=O.CNS",
  "lumo_ev": 0.69,
  "charge": 0,
  "elements": ["C", "O", "H", "H", "C", "N", "S", "H", "H", "H", "H", "H"],
  "xyz": [[-2.30, 1.17, 1.26], [-1.55, 0.55, 1.96], [-3.17, 1.60, 1.63], [-2.23, 1.44, 0.23], [0.81, -1.56, -0.64], [1.74, -0.34, -0.57], [0.76, 1.14, -0.64], [1.38, -2.42, -1.06], [0.32, -1.75, 0.28], [0.05, -1.22, -1.42], [2.42, -0.41, 0.15], [1.76, 1.79, -1.18]],
  "mulliken_charge": [-0.0777, -0.3768, 0.2827, 0.1696, -0.6700, -0.3807, -0.0936, 0.2724, 0.2797, 0.2586, 0.2390, 0.0968]
}

---

No. 3
{
  "formula": "C7H14N3",
  "method": "wB97M-V/def2-TZVPD",
  "e_above_lowest_ev": 1.703,
  "lumo_ev": -4.85,
  "charge": 1,
  "elements": ["C", "N", "C", "C", "H", "H", "H", "H", "H", "H", "H", "H", "C", "C", "N", "C", "C", "N", "H", "H", "H", "H", "H", "H"],
  "xyz": [[2.53, -1.62, -1.52], [1.35, -0.82, -1.86], [1.53, 0.50, -2.47], [0.09, -1.30, -1.61], [3.45, -1.10, -1.77], [2.53, -1.84, -0.46], [2.50, -2.56, -2.07], [2.58, 0.75, -2.59], [1.06, 0.51, -3.46], [1.06, 1.26, -1.85], [-0.77, -0.71, -1.84], [-0.05, -2.25, -1.15], [0.04, -0.03, 2.67], [-1.09, 0.55, 1.92], [-1.20, 0.60, 0.60], [-2.37, 1.21, 0.34], [-3.00, 1.55, 1.51], [-2.19, 1.13, 2.52], [0.80, -0.41, 2.00], [0.49, 0.73, 3.31], [-0.31, -0.84, 3.31], [-2.74, 1.40, -0.66], [-3.95, 2.06, 1.62], [-2.34, 1.22, 3.52]],
  "mulliken_charge": [-0.8004, 0.1579, -0.8138, -0.2317, 0.3101, 0.3261, 0.3584, 0.2945, 0.3700, 0.3511, 0.2785, 0.3626, -1.0344, 0.3621, -0.2592, -0.2902, -0.4940, -0.0523, 0.1612, 0.3236, 0.3299, 0.3823, 0.3834, 0.2243]
}

---

No. 4
{
  "formula": "C6H23NO7",
  "method": "wB97M-V/def2-TZVPD",
  "e_above_lowest_ev": 6.260,
  "smiles": "C[N+](=O)[O-].CO.CO.CO.CO.CO",
  "lumo_ev": 0.02,
  "charge": 0,
  "elements": ["C", "N", "O", "O", "H", "H", "H", "C", "O", "H", "H", "H", "H", "C", "O", "H", "H", "H", "H", "C", "O", "H", "H", "H", "H", "C", "O", "H", "H", "H", "H", "C", "O", "H", "H", "H", "H"],
  "xyz": [[2.15, -3.86, 0.22], [2.40, -3.65, -1.20], [2.88, -2.56, -1.54], [2.23, -4.57, -1.97], [1.81, -2.99, 0.78], [3.05, -4.34, 0.59], [1.32, -4.56, 0.28], [-0.37, 3.90, 0.15], [-0.40, 2.96, 1.24], [-0.76, 3.42, -0.74], [-0.98, 4.75, 0.48], [0.60, 4.32, -0.07], [-0.46, 3.42, 2.08], [-0.65, -0.58, 0.87], [-0.46, 0.47, -0.09], [0.35, -0.60, 1.29], [-1.33, -0.31, 1.68], [-0.92, -1.54, 0.42], [-0.42, 1.26, 0.45], [-3.73, 1.74, 2.16], [-3.34, 2.19, 0.86], [-3.92, 2.55, 2.87], [-4.57, 1.11, 1.89], [-3.06, 1.07, 2.69], [-2.40, 2.10, 0.71], [3.37, 1.37, -0.08], [4.32, 2.07, 0.72], [3.84, 0.45, -0.44], [2.55, 1.00, 0.54], [2.93, 1.96, -0.88], [5.09, 2.36, 0.23], [-2.08, -2.30, -2.93], [-1.67, -2.99, -1.75], [-2.55, -2.97, -3.65], [-2.80, -1.57, -2.58], [-1.23, -1.89, -3.47], [-0.74, -3.20, -1.80]],
  "mulliken_charge": [-0.6705, 0.8539, -0.5085, -0.5189, 0.2256, 0.3010, 0.3251, -0.6137, -0.5431, 0.2657, 0.3479, 0.2587, 0.2764, -0.1172, -0.4654, 0.1112, 0.0112, 0.2308, 0.2447, -0.6178, -0.4958, 0.2685, 0.2748, 0.2284, 0.3474, -0.2789, -0.5396, 0.2789, 0.0152, 0.2250, 0.2956, -0.5520, -0.4830, 0.2758, 0.2186, 0.2585, 0.2653]
}

---

No. 5
{
  "formula": "C38H56ClN15O6RbS",
  "method": "wB97M-V/def2-TZVPD",
  "e_above_lowest_ev": 0.325,
  "lumo_ev": 2.16,
  "charge": -1,
  "elements": ["Rb", "C", "C", "C", "C", "C", "N", "C", "C", "C", "C", "C", "C", "C", "N", "C", "C", "C", "N", "C", "C", "N", "C", "C", "C", "N", "H", "H", "H", "H", "H", "H", "H", "H", "H", "H", "H", "H", "H", "H", "H", "H", "H", "H", "C", "O", "C", "O", "N", "N", "H", "H", "H", "H", "H", "H", "C", "N", "C", "C", "N", "C", "C", "N", "C", "C", "N", "C", "N", "C", "C", "C", "N", "C", "H", "H", "H", "H", "H", "H", "H", "H", "H", "H", "H", "H", "H", "H", "H", "H", "H", "H", "H", "H", "H", "H", "H", "H", "O", "Cl", "O", "O", "O", "C", "N", "C", "C", "N", "C", "S", "H", "H", "H", "H", "H", "H", "H", "H"],
  "xyz": [[-0.36, 0.80, -2.16], [3.34, 0.92, 5.10], [3.31, 0.96, 3.60], [4.19, 0.22, 2.81], [4.11, 0.23, 1.43], [3.13, 0.98, 0.70], [3.00, 0.89, -0.64], [4.10, 0.72, -1.41], [5.30, 1.46, -1.20], [6.41, 1.35, -2.00], [6.44, 0.48, -3.09], [7.65, 0.33, -3.97], [5.29, -0.26, -3.33], [4.16, -0.16, -2.52], [3.07, -1.04, -2.83], [3.15, -2.39, -2.91], [1.94, -2.84, -3.36], [1.17, -1.67, -3.54], [1.88, -0.59, -3.23], [2.29, 1.76, 1.53], [2.37, 1.72, 2.92], [1.35, 2.70, 0.99], [1.30, 4.01, 1.35], [0.19, 4.56, 0.74], [-0.37, 3.49, 0.02], [0.35, 2.38, 0.18], [4.35, 0.71, 5.48], [2.67, 0.16, 5.50], [3.03, 1.89, 5.52], [4.96, -0.39, 3.29], [4.80, -0.37, 0.85], [5.30, 2.16, -0.36], [7.29, 1.96, -1.79], [8.48, 0.94, -3.59], [7.45, 0.66, -5.00], [7.99, -0.70, -4.02], [5.25, -0.94, -4.17], [4.05, -2.91, -2.62], [1.63, -3.86, -3.53], [0.16, -1.58, -3.92], [1.67, 2.32, 3.49], [2.05, 4.45, 1.99], [-0.15, 5.58, 0.80], [-1.23, 3.51, -0.64], [-0.15, 3.56, -6.09], [-1.02, 2.50, -6.48], [-1.08, 1.48, -5.60], [-0.33, 1.34, -4.66], [-2.03, 0.58, -6.01], [-2.31, -0.46, -5.11], [-0.06, 4.20, -6.97], [0.82, 3.18, -5.80], [-0.59, 4.12, -5.27], [-2.82, 1.02, -6.46], [-2.74, -1.21, -5.63], [-2.96, -0.12, -4.41], [1.33, -2.34, 1.52], [0.88, -3.68, 1.25], [1.09, -4.70, 2.25], [0.32, -5.87, 1.65], [-0.72, -5.20, 0.89], [-1.56, -6.04, 0.07], [-0.26, -3.92, 0.51], [-0.73, -3.06, -0.29], [-1.90, -3.23, -1.11], [-3.16, -2.88, -0.30], [-3.45, -1.47, -0.40], [-4.20, -0.89, 0.43], [-4.83, -1.38, 1.58], [-5.46, -2.68, 1.62], [-5.58, -0.32, 2.22], [-4.95, 0.94, 1.65], [-4.48, 0.47, 0.36], [-3.63, 1.35, -0.42], [2.41, -2.35, 1.70], [0.84, -1.91, 2.41], [1.13, -1.70, 0.66], [0.67, -4.40, 3.22], [2.15, -4.91, 2.38], [-0.11, -6.53, 2.40], [0.97, -6.47, 1.00], [-1.78, -6.94, 0.64], [-1.09, -6.34, -0.87], [-2.51, -5.55, -0.14], [-2.00, -4.22, -1.55], [-1.84, -2.51, -1.93], [-2.95, -3.16, 0.74], [-4.00, -3.50, -0.66], [-4.81, -3.45, 1.22], [-6.41, -2.70, 1.07], [-5.67, -2.93, 2.67], [-5.49, -0.38, 3.31], [-6.65, -0.38, 1.97], [-4.12, 1.28, 2.28], [-5.66, 1.76, 1.53], [-4.11, 2.32, -0.50], [-3.52, 0.94, -1.42], [-2.63, 1.46, 0.04], [-3.05, 3.75, -4.71], [-3.23, 3.10, -3.44], [-4.26, 3.75, -2.68], [-1.99, 3.14, -2.69], [-3.59, 1.72, -3.66], [-0.55, 1.18, 5.87], [-0.98, 2.06, 4.82], [-1.45, 3.40, 5.10], [-1.73, 3.96, 3.70], [-1.86, 2.73, 2.92], [-1.31, 1.66, 3.55], [-1.11, 0.15, 2.90], [0.32, 1.60, 6.38], [-0.27, 0.23, 5.41], [-1.34, 1.00, 6.60], [-0.68, 3.97, 5.63], [-2.35, 3.38, 5.72], [-0.90, 4.57, 3.34], [-2.64, 4.55, 3.66], [-1.79, 2.77, 1.92]],
  "mulliken_charge": [0.8447, -1.5060, 0.4606, -1.2844, 0.0405, 0.0727, -0.2044, -0.0881, -0.1263, -1.0448, 0.6062, -1.4323, -0.1659, -0.2136, 0.6616, -0.3439, -1.1460, -0.1778, -0.4943, -0.0459, -0.1752, 0.5749, -0.1654, -1.4146, -0.9155, 0.5664, 0.4300, 0.1875, 0.3285, 0.3078, 0.4859, 0.4159, 0.2789, 0.3444, 0.3006, 0.3010, 0.4065, 0.4745, 0.4358, 0.6010, 0.1349, 0.5095, 0.4793, 0.7029, -0.5790, -0.4415, 0.1549, -0.2596, -0.1742, -0.2487, 0.2083, 0.2665, 0.2431, 0.2674, 0.2457, 0.2528, -0.8013, 0.2387, -0.6504, -0.7171, 0.2175, -0.9753, -0.0773, -0.1210, -1.1036, -0.7149, -0.1545, -0.0108, 0.2239, -1.0560, -0.8418, 0.0513, 0.0803, -0.7554, 0.3528, 0.1019, 0.2476, 0.2970, 0.3748, 0.4036, 0.3338, 0.3527, 0.3117, 0.2563, 0.3284, 0.2003, 0.6898, 0.4083, 0.3430, 0.3345, 0.3459, 0.3515, 0.3520, -0.3016, 0.4111, 0.3061, 0.3081, 0.2133, -0.7030, 1.7036, -0.7272, -0.5928, -0.7604, -1.0274, 0.3808, -0.7121, -0.4372, 0.1597, -0.1899, -0.2324, 0.2840, 0.2794, 0.2925, 0.4205, 0.3272, 0.1611, 0.4048, -0.1305]
}

---

No. 6
{
  "formula": "C36H69AlBCl4F6LiN4O12Si2",
  "method": "wB97M-V/def2-TZVPD",
  "lumo_ev": -9.24,
  "charge": 2,
  "elements": ["C", "C", "O", "C", "C", "C", "C", "N", "C", "C", "B", "O", "O", "N", "C", "C", "F", "F", "C", "F", "F", "F", "C", "C", "C", "C", "C", "C", "N", "C", "C", "O", "O", "C", "C", "O", "H", "H", "H", "H", "H", "H", "H", "H", "H", "H", "H", "H", "H", "H", "H", "H", "H", "H", "H", "H", "H", "H", "H", "H", "H", "H", "H", "H", "H", "H", "H", "H", "H", "H", "H", "H", "H", "H", "O", "Si", "C", "C", "C", "Si", "C", "C", "C", "H", "H", "H", "H", "H", "H", "H", "H", "H", "H", "H", "H", "H", "H", "H", "H", "H", "H", "Cl", "O", "H", "Li", "C", "Cl", "Cl", "H", "H", "Al", "N", "C", "C", "C", "C", "C", "H", "H", "H", "H", "H", "O", "H", "H", "C", "C", "O", "C", "O", "O", "F", "H", "H", "H", "Cl"],
  "xyz": [[-1.68, -0.95, 7.54], [-2.81, -0.39, 6.50], [-2.22, 0.74, 5.84], [-1.62, 0.34, 4.55], [-2.70, 0.69, 3.44], [-2.61, -0.04, 2.02], [-2.85, -1.60, 2.41], [-4.16, -1.85, 3.06], [-3.85, 0.60, 1.16], [-5.16, 1.15, 1.90], [-4.53, -0.22, -0.06], [-4.67, -1.67, -0.13], [-5.14, 0.46, -1.21], [-3.27, 1.84, 0.54], [-1.80, 1.51, 0.32], [-1.28, 1.92, -1.12], [-2.28, 1.84, -2.14], [-0.07, 1.34, -1.55], [-0.96, 3.52, -1.05], [0.21, 3.82, -0.32], [-2.09, 4.28, -0.67], [-0.68, 3.90, -2.41], [-1.26, 0.16, 1.09], [0.07, 0.79, 1.74], [1.24, -0.17, 2.23], [0.94, -1.32, 3.28], [2.28, -2.24, 3.36], [2.37, -3.23, 2.09], [2.99, -4.53, 2.51], [-0.68, -1.08, 0.27], [-1.55, -1.70, -0.91], [-2.04, -2.86, -0.83], [-1.79, -1.06, -2.19], [-1.81, -2.16, -3.18], [-3.22, -2.74, -3.73], [-0.73, -2.67, -3.57], [-1.74, -2.13, 7.61], [-0.64, -0.71, 7.11], [-1.78, -0.47, 8.57], [-3.17, -1.20, 5.79], [-3.68, -0.02, 7.16], [-1.35, -0.75, 4.68], [-0.64, 0.92, 4.51], [-3.70, 0.49, 3.99], [-2.67, 1.83, 3.27], [-2.05, -2.01, 3.11], [-2.81, -2.29, 1.48], [-4.22, -2.89, 3.14], [-4.97, -1.60, 2.47], [-5.08, 2.17, 2.38], [-6.05, 1.14, 1.15], [-5.49, 0.43, 2.74], [-4.40, -1.92, -1.05], [-6.08, 0.65, -0.97], [-3.77, 2.37, -0.20], [-3.26, 2.54, 1.31], [-1.34, 2.35, 0.97], [-0.13, 1.59, 2.55], [0.56, 1.41, 0.89], [1.80, -0.65, 1.34], [2.04, 0.51, 2.72], [0.83, -0.90, 4.35], [0.10, -2.04, 3.04], [3.23, -1.59, 3.46], [2.15, -2.93, 4.27], [1.32, -3.41, 1.66], [3.01, -2.77, 1.25], [2.65, -5.30, 1.91], [4.01, -4.43, 2.32], [-0.41, -1.96, 0.96], [0.32, -0.79, -0.24], [-3.02, -3.79, -4.13], [-3.89, -2.86, -2.81], [-3.68, -2.06, -4.51], [5.09, -0.94, -4.28], [6.46, -1.78, -4.78], [6.01, -2.99, -6.15], [7.18, -2.75, -3.35], [7.78, -0.63, -5.44], [3.60, -1.28, -3.63], [2.60, 0.30, -3.34], [3.79, -2.15, -1.98], [2.62, -2.39, -4.79], [5.34, -3.77, -5.78], [6.91, -3.47, -6.55], [5.51, -2.47, -6.97], [7.38, -2.09, -2.50], [8.12, -3.22, -3.64], [6.50, -3.54, -3.02], [8.10, 0.07, -4.67], [7.42, -0.06, -6.30], [8.65, -1.20, -5.76], [3.12, 0.97, -2.64], [1.61, 0.06, -2.91], [2.44, 0.84, -4.28], [4.25, -3.14, -2.12], [2.81, -2.29, -1.51], [4.42, -1.57, -1.31], [3.10, -3.37, -4.88], [2.56, -1.95, -5.79], [1.61, -2.54, -4.41], [-0.27, -2.55, 8.55], [0.18, 1.30, -5.01], [0.02, 1.39, -4.08], [2.85, 2.93, -3.32], [-5.39, -5.14, 5.31], [-4.33, -5.42, 3.92], [-4.70, -3.93, 6.40], [-6.35, -4.78, 4.96], [-5.51, -6.07, 5.85], [0.57, -0.24, -3.92], [10.76, 4.30, -3.62], [10.24, 4.38, -4.85], [9.02, 3.84, -5.21], [8.29, 3.17, -4.24], [8.80, 3.08, -2.95], [10.03, 3.66, -2.69], [10.85, 4.91, -5.58], [8.65, 3.93, -6.23], [7.32, 2.73, -4.48], [8.25, 2.57, -2.17], [10.47, 3.61, -1.70], [-1.74, 6.47, -3.34], [-1.37, 5.69, -2.89], [-1.07, 6.71, -3.99], [-8.49, 5.20, 2.89], [-7.46, 4.41, 2.16], [-8.02, 3.11, 2.11], [-9.38, 3.31, 2.10], [-10.17, 2.47, 1.80], [-9.70, 4.57, 2.48], [-6.30, 4.35, 2.86], [-8.39, 5.13, 3.99], [-8.49, 6.25, 2.61], [-7.26, 4.76, 1.14], [-9.50, 3.90, 4.87]],
  "mulliken_charge": [-0.9194, 0.1510, -0.4907, -0.4189, -0.8944, 1.6821, -1.8983, -0.3024, -0.7277, -1.8384, 1.8189, -0.7129, -0.7050, 0.1123, -2.8622, 0.5576, -0.3417, 0.1929, 0.6949, -0.2265, -0.2328, -0.3328, 2.8899, -0.9253, -0.9265, 0.8235, -1.0298, 0.2990, -0.6993, -0.0279, -0.9607, -0.5082, 0.0477, 0.4481, -0.8957, -0.4655, 0.2536, 0.3339, 0.4763, 0.0284, 0.3914, 0.3534, 0.2061, 0.2943, 0.1786, 0.5110, 0.5674, 0.0970, 0.3153, 0.3420, 0.3782, 0.4077, 0.1153, 0.3149, 0.6839, 0.7534, 0.6846, 0.3884, 0.0998, 0.1057, 0.5156, 0.0380, -0.3632, 0.3385, 0.3489, 0.0206, 0.0250, 0.2615, 0.2774, 0.2845, 0.2808, 0.3500, 0.1813, 0.3074, -0.4009, 0.4031, -1.0007, -1.0220, -0.9558, -0.2316, -1.9301, -0.9690, -0.9736, 0.3047, 0.3863, 0.3041, 0.2913, 0.4000, 0.2995, 0.1944, 0.3118, 0.3364, 0.6011, 0.9465, 0.8767, 0.4940, 0.2966, 0.3480, 0.3637, 0.3432, 0.2881, -0.1314, -0.6881, 0.3257, 0.9249, -0.3284, -0.1532, -0.1113, 0.2839, 0.3413, 0.0168, -0.5264, -0.1698, -0.4567, -0.1367, -0.3385, -0.1972, 0.3612, 0.3431, 0.4421, 0.3266, 0.3487, -0.6374, 0.3304, 0.3025, -0.6931, 0.5387, -0.0771, 0.4472, -0.5170, -0.3030, -0.3187, 0.3143, 0.3157, 0.2913, -0.2977]
}

---

The following Kohn-Sham gap values (in eV) correspond, in order, to the records above: 7.79; 9.10; 6.49; 9.97; 5.72; 1.35.